Entry 1:
16
Properties=species:S:1:pos:R:3 method="wB97M-V/def2-TZVPD" total_charge=+1 largest_force_ev_per_a=4.86 de_lowest_kj_mol=605.1
C -3.165 2.138 -0.129
C 0.644 -1.687 0.436
C -0.958 1.090 0.054
C 1.268 0.572 -0.135
C 1.767 -2.430 -0.183
N -2.011 1.765 0.140
N 0.320 1.455 -0.104
Cl 2.784 1.058 -0.071
H -3.846 2.274 0.742
H -3.609 2.283 -1.079
H 0.622 -1.423 1.540
H -0.338 -1.573 -0.023
H 2.652 -2.451 0.424
H 1.386 -3.512 -0.336
H 2.007 -2.103 -1.150
H 0.479 2.543 -0.127

Entry 2:
19
Properties=species:S:1:pos:R:3 method="wB97M-V/def2-TZVPD" smiles="NS(=O)(=O)[C@H](Cl)C(=O)C1CC1" total_charge=0 largest_force_ev_per_a=3.67 de_lowest_kj_mol=31.7
C 0.072 0.687 -0.182
C 0.848 -1.800 0.290
C 1.825 -0.770 0.660
C 0.389 -0.397 0.719
C -0.875 1.833 0.312
N -2.719 1.957 -1.765
O 0.486 0.740 -1.277
O -2.352 -0.097 -0.414
O -3.405 1.761 0.783
S -2.513 1.302 -0.256
Cl -0.459 3.399 -0.248
H 0.714 -1.825 -0.819
H 0.761 -2.585 1.093
H 2.492 -0.748 1.523
H 2.465 -0.261 -0.020
H -0.185 -0.375 1.588
H -0.861 1.852 1.392
H -2.049 1.679 -2.469
H -2.619 3.015 -1.763

Entry 3:
15
Properties=species:S:1:pos:R:3 method="wB97M-V/def2-TZVPD" smiles="C/C(F)=C(/C)CF" total_charge=0 largest_force_ev_per_a=7.38 de_lowest_kj_mol=294.4
C 0.754 1.786 0.390
C -0.155 0.895 -0.463
C -0.172 -0.467 -0.288
C -1.374 -1.178 -0.835
C 0.806 -1.073 0.572
H 0.553 1.676 1.535
H 0.761 3.018 0.454
H 1.722 1.620 0.278
H -1.787 -0.662 -1.693
H -2.351 -1.378 -0.024
H -0.903 -2.060 -1.347
H 0.181 -1.701 1.172
H 1.360 -1.681 -0.211
F -1.000 1.637 -1.110
F 1.605 -0.429 1.568

Entry 4:
17
Properties=species:S:1:pos:R:3 method="wB97M-V/def2-TZVPD" smiles=N#C[C@](N)(F)CCCF total_charge=0 largest_force_ev_per_a=3.32 de_lowest_kj_mol=136.2
C 1.674 0.872 -0.163
C -1.112 0.637 0.659
C -0.115 -0.546 0.691
C -1.933 0.784 -0.638
C 1.111 -0.487 -0.292
N 2.234 1.855 -0.265
N 2.082 -1.477 0.149
F -2.856 -0.172 -0.674
F 0.889 -0.605 -1.654
H -1.850 0.625 1.516
H -0.528 1.660 0.838
H 0.366 -0.438 1.619
H -0.563 -1.631 0.757
H -1.385 0.913 -1.609
H -2.449 1.762 -0.617
H 1.594 -2.396 0.165
H 2.839 -1.355 -0.482

Entry 5:
20
Properties=species:S:1:pos:R:3 method="wB97M-V/def2-TZVPD" total_charge=+1 largest_force_ev_per_a=3.58 de_lowest_kj_mol=348.6
C -0.824 -0.989 -0.155
C -1.374 1.123 0.227
C -1.219 2.560 0.570
C 1.470 -1.896 -0.545
C -4.707 -0.400 0.098
N -2.117 -0.966 0.136
N -2.474 0.294 0.409
N -0.336 0.301 -0.102
N 0.008 -2.008 -0.346
F -5.341 0.599 0.598
F -4.764 -0.338 -1.172
F -4.768 -1.570 0.598
H -2.087 2.800 1.256
H -1.417 3.105 -0.376
H -0.255 2.772 0.921
H 1.830 -2.568 -1.285
H 1.767 -0.827 -0.936
H 1.988 -2.030 0.403
H 0.579 0.536 -0.312
H -0.378 -2.858 -0.121

Entry 6:
27
Properties=species:S:1:pos:R:3 method="wB97M-V/def2-TZVPD" e_tot_ev=-54695.142 total_charge=-2 largest_force_ev_per_a=3.72
O 3.398 -0.140 1.332
C 2.634 1.073 1.123
C 1.687 0.873 -0.146
P 0.027 0.010 0.222
C -1.668 -0.900 0.383
F -2.266 -1.052 -0.874
F -1.369 -2.235 0.840
C -2.684 -0.299 1.463
F -3.982 -0.793 1.110
F -2.465 -0.762 2.778
C -2.819 1.293 1.471
F -2.072 1.831 2.520
F -2.592 1.902 0.246
F -4.173 1.584 1.789
H 2.888 -0.685 1.961
H 2.105 1.466 2.053
H 3.395 1.886 0.834
H 2.231 0.260 -0.954
H 1.452 1.878 -0.650
H 0.702 -1.257 0.154
H -0.086 0.622 1.515
H -0.515 0.683 -0.945
O 0.720 -1.351 -2.257
S 1.235 -1.449 -3.650
O 2.575 -0.819 -3.717
O 0.307 -0.745 -4.565
O 1.333 -2.875 -4.037

Entry 7:
15
Properties=species:S:1:pos:R:3 method="wB97M-V/def2-TZVPD" total_charge=0 largest_force_ev_per_a=3.80 de_lowest_kj_mol=64.1
C 0.216 0.809 0.879
C -0.081 -0.307 1.847
C -1.176 0.442 0.444
C 1.404 0.645 -0.043
C -1.623 -0.570 -0.550
F -2.153 1.240 0.931
I -0.652 0.032 3.832
H 0.214 1.793 1.354
H 0.145 -1.319 1.563
H 1.453 -0.357 -0.458
H 2.315 0.831 0.521
H 1.342 1.358 -0.860
H -2.215 -0.074 -1.322
H -2.263 -1.327 -0.087
H -0.767 -1.056 -1.008

Entry 8:
15
Properties=species:S:1:pos:R:3 method="wB97M-V/def2-TZVPD" total_charge=0 largest_force_ev_per_a=6.38 de_lowest_kj_mol=191.7
C 0.783 1.285 -0.733
C 0.275 -0.817 0.707
C 1.767 -0.347 0.444
C -0.665 0.225 0.209
C -1.821 0.029 -0.673
N 1.825 0.709 -0.534
F -1.165 0.951 1.271
H 0.300 1.976 -1.433
H 0.105 -1.787 0.130
H 0.119 -0.990 1.793
H 2.410 -0.138 1.379
H 2.235 -1.205 -0.022
H -1.481 -0.095 -1.674
H -2.322 1.000 -0.611
H -2.364 -0.796 -0.254